1.
A molecular structure, H14O7, computed with ωB97M-V with the def2-TZVPD basis set.

CARTESIAN COORDINATES (ANGSTROEM)
O -0.147 0.475 -0.121
H -0.985 0.005 0.014
H 0.619 0.037 0.260
O -0.113 1.122 -2.838
H -0.244 0.150 -2.926
H -0.204 1.351 -1.923
O -0.280 -0.432 3.369
H -0.998 -0.737 2.920
H 0.222 -1.210 3.793
O 0.216 3.209 0.491
H 0.055 2.270 0.516
H 0.073 3.661 1.370
O 2.077 -1.569 -2.026
H 2.664 -0.937 -2.436
H 1.940 -1.549 -1.101
O 1.044 -0.948 0.608
H 1.213 -0.387 1.336
H 0.896 -1.756 1.018
O -2.304 -0.829 -0.648
H -3.120 -1.061 -0.162
H -2.624 -0.866 -1.515

Results
HOMO energy   -10.03 eV
DFT total energy   -14556.3636 eV
HOMO-LUMO gap   9.73 eV
Energy above the lowest of the compared OMol25 structures with the same formula, charge and spin   5.098 eV

Atom charges from the Löwdin analysis, given in e for atoms 1 to 5:
1. O -0.10
2. H 0.01
3. H -0.18
4. O -0.08
5. H 0.04

=====

2.
A molecular structure, H14O7, computed with ωB97M-V with the def2-TZVPD basis set.

CARTESIAN COORDINATES (ANGSTROEM)
O 17.388 11.103 -0.410
H 16.437 11.129 -0.306
H 17.559 10.264 -0.838
O 14.900 12.571 2.711
H 15.601 12.067 3.125
H 14.235 12.662 3.393
O 17.173 13.138 2.414
H 17.409 12.973 3.326
H 16.752 12.329 2.124
O 14.307 9.122 1.502
H 14.560 10.015 1.737
H 14.966 8.846 0.864
O 15.294 11.113 1.335
H 14.949 11.477 0.520
H 15.074 11.765 2.001
O 14.405 11.120 -1.075
H 14.272 10.232 -0.742
H 13.695 11.249 -1.704
O 14.930 13.247 -0.703
H 14.163 12.678 -0.763
H 14.844 13.676 0.148

Results
HOMO energy   -10.21 eV
DFT total energy   -14555.0399 eV
HOMO-LUMO gap   10.10 eV
Energy above the lowest of the compared OMol25 structures with the same formula, charge and spin   6.422 eV

Atom charges from the Löwdin analysis, given in e for atoms 1 to 5:
1. O -0.04
2. H -0.03
3. H 0.03
4. O 0.11
5. H 0.11

=====

3.
7 unconnected molecules or ions with the total composition H14O7, computed with ωB97M-V with the def2-TZVPD basis set.

CARTESIAN COORDINATES (ANGSTROEM)
O -18.572 -12.994 13.216
H -18.618 -12.265 13.725
H -18.742 -13.736 13.783
O -15.894 -12.343 13.865
H -15.678 -11.559 13.329
H -16.932 -12.669 13.744
O -18.662 -10.792 15.083
H -18.044 -10.169 15.094
H -19.456 -10.590 15.522
O -16.453 -9.790 17.208
H -16.479 -9.431 16.393
H -16.330 -10.765 16.909
O -16.797 -8.683 14.354
H -17.452 -8.106 13.946
H -16.484 -8.831 13.607
O -20.256 -11.097 17.550
H -20.691 -10.839 18.406
H -19.355 -11.539 17.806
O -21.291 -9.263 15.582
H -21.057 -9.839 16.232
H -21.538 -9.909 15.045

Results
HOMO energy   -10.70 eV
DFT total energy   -14557.3223 eV
HOMO-LUMO gap   10.93 eV
Energy above the lowest of the compared OMol25 structures with the same formula, charge and spin   4.139 eV
SMILES   O.O.O.O.O.O.O

Atom charges from the Löwdin analysis, given in e for atoms 1 to 5:
1. O 0.01
2. H -0.07
3. H 0.06
4. O -0.16
5. H 0.01

=====

4.
7 unconnected molecules or ions with the total composition H14O7, computed with ωB97M-V with the def2-TZVPD basis set.

CARTESIAN COORDINATES (ANGSTROEM)
O -0.698 -0.203 -0.669
H -0.210 -1.022 -0.812
H -1.504 -0.485 -0.222
O -2.806 -1.863 -2.032
H -3.215 -2.732 -1.952
H -3.068 -1.560 -2.908
O -3.438 2.462 1.341
H -2.802 2.194 0.668
H -3.022 3.219 1.770
O 3.441 0.349 -1.125
H 3.693 1.223 -1.446
H 2.499 0.432 -0.934
O 1.903 1.140 -3.941
H 1.999 0.757 -3.062
H 0.991 1.451 -3.964
O 2.803 -0.794 2.359
H 3.184 -0.154 1.748
H 2.007 -0.360 2.687
O -0.986 -1.171 4.210
H -1.330 -1.903 3.685
H -0.970 -0.428 3.596

Results
HOMO energy   -11.45 eV
DFT total energy   -14559.3264 eV
HOMO-LUMO gap   11.44 eV
Energy above the lowest of the compared OMol25 structures with the same formula, charge and spin   2.135 eV
SMILES   O.O.O.O.O.O.O

Atom charges from the Löwdin analysis, given in e for atoms 1 to 5:
1. O -0.07
2. H 0.04
3. H 0.02
4. O -0.06
5. H 0.04

=====

5.
7 unconnected molecules or ions with the total composition H14O7, computed with ωB97M-V with the def2-TZVPD basis set.

CARTESIAN COORDINATES (ANGSTROEM)
O -0.641 -0.578 -1.433
H -1.059 -1.171 -2.073
H -1.416 -0.125 -1.024
O -2.641 0.564 0.040
H -3.203 -0.126 0.409
H -2.040 0.823 0.771
O -0.579 0.371 1.898
H 0.146 0.928 1.610
H -0.362 -0.554 1.704
O -0.251 -2.494 1.580
H -1.006 -2.812 1.056
H 0.181 -3.307 1.882
O 1.654 1.741 -0.176
H 1.018 1.682 -0.904
H 2.492 1.899 -0.624
O 2.630 -0.700 1.304
H 2.470 -0.021 0.626
H 2.779 -0.185 2.108
O 0.255 1.525 -3.066
H 0.211 0.672 -2.604
H -0.639 1.869 -3.083

Results
HOMO energy   -10.94 eV
DFT total energy   -14560.4706 eV
HOMO-LUMO gap   11.24 eV
Energy above the lowest of the compared OMol25 structures with the same formula, charge and spin   0.991 eV
SMILES   O.O.O.O.O.O.O

Atom charges from the Löwdin analysis, given in e for atoms 1 to 5:
1. O -0.08
2. H 0.06
3. H 0.01
4. O -0.07
5. H 0.06

=====

6.
A molecular structure, H14O7, computed with ωB97M-V with the def2-TZVPD basis set.

CARTESIAN COORDINATES (ANGSTROEM)
O 0.049 2.369 1.622
H 0.524 2.214 0.805
H -0.012 3.322 1.688
O -2.203 -1.312 0.020
H -2.176 -2.054 0.624
H -1.375 -0.854 0.166
O 0.989 -0.919 -1.259
H 1.129 -1.837 -1.030
H 1.743 -0.689 -1.802
O -0.727 -1.840 2.198
H -1.634 -1.594 2.381
H -0.489 -1.323 1.429
O -0.322 -0.480 0.303
H -0.105 0.423 0.532
H 0.335 -0.728 -0.347
O 0.923 1.481 -0.051
H 1.691 1.446 0.519
H 1.241 1.180 -0.902
O -0.222 0.263 -2.360
H 0.390 0.013 -1.667
H 0.249 0.921 -2.870

Results
HOMO energy   -9.09 eV
DFT total energy   -14550.8136 eV
HOMO-LUMO gap   8.02 eV
Energy above the lowest of the compared OMol25 structures with the same formula, charge and spin   10.648 eV

Atom charges from the Löwdin analysis, given in e for atoms 1 to 5:
1. O -0.04
2. H -0.16
3. H 0.04
4. O -0.07
5. H 0.00